Entry 1:
C26H59N9O3P2SSiTeY | ωB97M-V/def2-TZVPD

The geometry in ORCA input format:
```
! wB97M-V def2-TZVPD RIJCOSX def2/J DEFGRID3
* xyz 1 1
Y 0.4308 0.4583 0.6635
N 0.4460 2.7516 -0.1644
C -0.7804 3.1410 -0.8878
C -1.0119 2.1278 -1.9961
N -1.2486 0.7898 -1.4146
C -2.6348 0.2865 -1.5777
C -3.7913 1.2485 -1.3153
N -3.8724 1.7400 0.0436
H 0.6964 3.4388 0.5414
H 1.2443 2.6892 -0.7967
H -0.7061 4.1541 -1.2983
H -1.6134 3.1113 -0.1825
H -0.1214 2.0726 -2.6229
H -1.8359 2.4436 -2.6385
H -0.6418 0.1337 -1.9007
H -2.7300 -0.5914 -0.9331
H -2.7745 -0.0592 -2.6119
H -4.6948 0.7212 -1.6587
H -3.7043 2.1208 -1.9659
H -4.0676 1.0000 0.7085
H -4.6111 2.4269 0.1340
C 4.6849 1.0595 -2.5459
N 4.0151 -0.2159 -2.3009
C 4.9347 -1.2965 -1.9820
P 2.4653 -0.3287 -2.7943
O 1.5034 0.5888 -2.1338
O 2.1383 -1.8897 -2.4877
P 0.9215 -2.4619 -1.5998
O 0.6989 -1.5941 -0.4125
N -0.3406 -2.5277 -2.6374
C -1.5793 -3.1053 -2.1225
C -0.2253 -2.6490 -4.0895
N 1.3434 -3.9598 -1.1127
C 1.4368 -5.0405 -2.0883
C 2.2684 -4.1194 0.0107
N 2.3077 -0.2315 -4.4275
C 1.7875 0.9620 -5.0766
C 3.2826 -0.9558 -5.2349
H 5.2603 1.3317 -1.6615
H 3.9536 1.8523 -2.7008
H 5.3424 0.9928 -3.4177
H 5.5049 -1.0198 -1.0927
H 5.6352 -1.4681 -2.8054
H 4.3971 -2.2158 -1.7727
H -1.6637 -2.9331 -1.0510
H -1.6174 -4.1815 -2.3130
H -2.4246 -2.6308 -2.6208
H 0.7431 -2.3019 -4.4359
H -0.9948 -2.0322 -4.5590
H -0.3765 -3.6850 -4.4056
H 0.6265 -4.9811 -2.8139
H 1.3433 -5.9923 -1.5659
H 2.3937 -5.0279 -2.6197
H 2.1294 -3.3219 0.7349
H 3.3053 -4.1276 -0.3397
H 2.0550 -5.0703 0.4981
H 1.0609 1.4529 -4.4341
H 1.2935 0.6746 -6.0065
H 2.5890 1.6687 -5.3140
H 3.6023 -1.8676 -4.7296
H 4.1679 -0.3470 -5.4456
H 2.8256 -1.2448 -6.1826
Te 3.3313 1.0118 1.0150
C 3.4820 2.4034 2.5911
C 2.3691 3.0531 3.1126
C 2.4887 3.9418 4.1730
C 3.7324 4.1964 4.7313
C 4.8500 3.5574 4.2132
C 4.7265 2.6707 3.1544
H 1.3737 2.8584 2.7170
H 1.6042 4.4282 4.5655
H 3.8306 4.8899 5.5553
H 5.8277 3.7506 4.6354
H 5.6098 2.1791 2.7698
C 4.1573 -1.8976 3.3873
N 3.2806 -0.9686 4.0716
C 3.6525 -0.0530 5.0361
C 2.5520 0.6531 5.3684
N 1.5243 0.1579 4.5992
C 1.9669 -0.8397 3.8085
S 1.0580 -1.7451 2.6875
H 5.1820 -1.6723 3.6728
H 4.0382 -1.7611 2.3123
H 3.9074 -2.9200 3.6654
H 4.6657 0.0247 5.3807
H 2.4151 1.4685 6.0521
H 0.5565 0.4392 4.6241
C -3.8177 1.7511 3.6850
Si -2.0024 1.2476 3.7506
C -1.1083 2.7828 4.3942
C -1.8083 -0.1320 5.0324
C -1.4257 0.6683 2.0918
H -4.1914 2.0651 4.6605
H -4.4393 0.9201 3.3459
H -3.9648 2.5796 2.9903
H -1.5493 3.0849 5.3449
H -1.2318 3.6183 3.7012
H -0.0342 2.6694 4.5553
H -2.7838 -0.5809 5.2224
H -1.4397 0.2205 5.9977
H -1.1519 -0.9313 4.6864
H -1.7136 -0.3996 2.0410
H -2.0731 1.1963 1.3806
*
```

Summary:
HOMO level (eV): -8.9571
Kohn-Sham gap (Eh): 0.267

=====

Entry 2:
C50H42CrN6 | ωB97M-V/def2-TZVPD

The geometry in ORCA input format:
```
! wB97M-V def2-TZVPD RIJCOSX def2/J DEFGRID3
* xyz 1 4
Cr -0.7228 0.1471 -0.1648
C -3.7420 -4.2018 5.4599
C -4.5502 -3.7397 4.4315
C -4.0150 -2.9419 3.4306
C -2.6672 -2.5961 3.4520
C -1.8617 -3.0639 4.4866
C -2.3964 -3.8633 5.4859
C -2.0983 -1.7523 2.3616
C -1.6994 -0.4510 2.6644
C -1.6744 0.1097 3.9875
C -1.1046 1.3339 3.8906
C -0.8413 1.5696 2.4974
C -0.4036 2.7766 1.9616
C -0.0709 3.8945 2.8884
C 1.2388 4.3556 2.9789
C 1.5561 5.4107 3.8220
C 0.5630 6.0213 4.5733
C -0.7479 5.5745 4.4795
C -1.0643 4.5157 3.6419
C -0.3411 3.0451 0.5907
N -0.5326 2.1374 -0.4169
C -0.5021 2.8461 -1.5927
C -0.5609 2.2925 -2.8720
C -0.4981 3.2088 -4.0456
C 0.6691 3.9103 -4.3376
C 0.7251 4.7517 -5.4382
C -0.3867 4.9028 -6.2551
C -1.5526 4.2079 -5.9697
C -1.6077 3.3622 -4.8717
C -0.6267 0.9231 -3.1201
C -0.4908 0.3241 -4.4179
C -0.4926 -1.0185 -4.2394
C -0.6604 -1.2552 -2.8327
N -0.7406 -0.0598 -2.1698
C -0.8306 -2.5190 -2.2604
C -1.2393 -2.7213 -0.9471
C -1.6121 -3.9907 -0.3863
C -2.0610 -3.7557 0.8693
C -1.9153 -2.3466 1.1148
N -1.4176 -1.7342 -0.0067
C -0.6567 -3.7037 -3.1483
C -1.7588 -4.4532 -3.5531
C -1.5954 -5.5422 -4.3960
C -0.3287 -5.8936 -4.8417
C 0.7729 -5.1501 -4.4448
C 0.6085 -4.0584 -3.6048
C -0.3260 4.2407 -1.3085
C -0.1989 4.3606 0.0359
N -1.1920 0.4567 1.7716
H -4.1591 -4.8250 6.2396
H -5.6006 -3.9981 4.4079
H -4.6448 -2.5783 2.6278
H -0.8098 -2.8028 4.5055
H -1.7615 -4.2247 6.2840
H -2.0378 -0.3801 4.8751
H -0.9017 2.0304 4.6861
H 2.0132 3.8822 2.3864
H 2.5796 5.7555 3.8890
H 0.8074 6.8469 5.2282
H -1.5269 6.0568 5.0549
H -2.0889 4.1746 3.5579
H 1.5379 3.7882 -3.7019
H 1.6384 5.2880 -5.6595
H -0.3435 5.5609 -7.1125
H -2.4225 4.3254 -6.6022
H -2.5180 2.8202 -4.6457
H -0.3964 0.8703 -5.3413
H -0.4104 -1.7866 -4.9897
H -1.5505 -4.9384 -0.8940
H -2.4353 -4.4718 1.5815
H -2.7485 -4.1725 -3.2141
H -2.4592 -6.1134 -4.7091
H -0.2009 -6.7433 -5.4989
H 1.7621 -5.4199 -4.7905
H 1.4688 -3.4750 -3.2981
H -0.3100 5.0263 -2.0447
H -0.0601 5.2618 0.6089
C 3.9856 1.4513 0.1744
C 3.9382 0.0787 -0.4885
N 3.3281 -0.9608 0.3449
C 4.2365 -1.9576 0.9224
C 5.0037 -1.4327 2.1241
C 2.0115 -0.9588 0.5775
C 1.4289 -1.9489 1.5379
N 1.2127 -0.1019 -0.0058
H 4.4319 2.1700 -0.5127
H 4.5916 1.4223 1.0791
H 2.9963 1.8184 0.4513
H 4.9510 -0.2536 -0.7107
H 3.4191 0.1169 -1.4516
H 4.9218 -2.2575 0.1279
H 3.6687 -2.8477 1.1784
H 5.6497 -0.5981 1.8505
H 5.6360 -2.2160 2.5410
H 4.3216 -1.0906 2.9040
H 1.2420 -2.9021 1.0378
H 0.4845 -1.5692 1.9119
H 2.0923 -2.1209 2.3824
H 1.6789 0.5346 -0.6411
*
```

Summary:
HOMO level (spin up / spin down) (eV): -9.5616 / -9.5697
Kohn-Sham gap (spin up / spin down) (Eh): 0.221 / 0.214

=====

Entry 3:
C49H63N6OP2S5SbTi | ωB97M-V/def2-TZVPD

The geometry in ORCA input format:
```
! wB97M-V def2-TZVPD RIJCOSX def2/J DEFGRID3
* xyz -1 2
Ti -0.7476 0.5782 0.0107
C 0.6433 6.1250 -3.0373
C 0.2536 5.1483 -1.9160
C -0.3859 5.9534 -0.7777
P -0.7977 3.6122 -2.1196
C -2.0717 3.8848 -3.4693
C -1.7730 4.8394 -4.6191
C -2.5167 2.5348 -4.0252
C 0.3773 2.4107 -2.9151
C 1.5022 2.9109 -3.5894
C 2.4247 2.1373 -4.2674
C 3.6088 2.7522 -4.9607
C 2.1895 0.7672 -4.3007
C 1.1236 0.2367 -3.6116
C 0.2205 1.0116 -2.8560
N -0.7306 0.3238 -2.0372
C -1.5149 -0.6608 -2.6422
C -1.5944 -0.7260 -4.0517
C -2.2765 -1.7183 -4.7210
C -2.9486 -2.7166 -4.0288
C -3.6910 -3.8223 -4.7295
C -2.9461 -2.6142 -2.6485
C -2.2961 -1.6113 -1.9246
P -2.4869 -1.5754 -0.0843
C -2.1953 -3.3885 0.3518
C -1.6169 -3.6239 1.7520
C -3.3907 -4.3544 0.1951
C -4.2807 -1.2460 0.3319
C -4.7979 -1.9650 1.5832
C -5.2664 -1.3413 -0.8260
H 1.5549 6.6595 -2.7534
H -0.1333 6.8802 -3.1697
H 0.8114 5.6680 -4.0093
H 1.1719 4.7046 -1.5122
H -1.3789 6.3129 -1.0640
H 0.2254 6.8302 -0.5386
H -0.4958 5.3439 0.1171
H -2.9170 4.2832 -2.8960
H -0.8925 4.5183 -5.1825
H -1.6113 5.8622 -4.2864
H -2.6193 4.8478 -5.3144
H -1.7421 2.1181 -4.6730
H -3.4244 2.6595 -4.6230
H -2.7283 1.8190 -3.2315
H 1.6711 3.9756 -3.5780
H 3.6578 3.8250 -4.7712
H 3.5579 2.6053 -6.0425
H 4.5460 2.3089 -4.6165
H 2.8558 0.1052 -4.8448
H 0.9738 -0.8314 -3.6655
H -1.1061 0.0402 -4.6322
H -2.2896 -1.7058 -5.8067
H -3.4759 -3.8197 -5.7991
H -4.7730 -3.7212 -4.6110
H -3.4124 -4.8037 -4.3391
H -3.5003 -3.3639 -2.1062
H -1.4275 -3.6668 -0.3762
H -2.2109 -3.1397 2.5291
H -0.5966 -3.2767 1.8482
H -1.6198 -4.6980 1.9615
H -3.8527 -4.5310 1.1658
H -3.0316 -5.3199 -0.1715
H -4.1814 -4.0185 -0.4692
H -4.2295 -0.1925 0.6001
H -4.0268 -2.1123 2.3388
H -5.2554 -2.9289 1.3579
H -5.5622 -1.3348 2.0430
H -5.3792 -2.3580 -1.2105
H -4.9621 -0.6974 -1.6513
H -6.2492 -1.0078 -0.4802
S -4.1132 2.8926 2.8650
Sb -2.8951 3.3871 0.9856
S -2.9114 1.4386 -0.5014
S -0.5343 2.6529 1.2339
N 0.4149 -1.5841 3.6114
C -0.3957 -1.2020 4.6831
C -0.0936 -1.6552 5.9639
C -0.8969 -1.3183 7.0418
C -2.0194 -0.5243 6.8433
C -2.3146 -0.0571 5.5725
C -1.5092 -0.3887 4.4863
S -1.9025 0.3359 2.9387
N -0.5615 -0.1376 1.9667
C 0.2684 -1.1078 2.3162
C 0.9679 -1.7296 1.2636
C 1.8839 -2.8027 1.4121
C 2.4246 -3.3879 0.3036
C 2.0510 -2.9193 -0.9713
C 1.1447 -1.8821 -1.0398
N 0.6074 -1.2754 0.0154
H 1.3526 -1.8638 3.8495
H 0.7810 -2.2817 6.1051
H -0.6452 -1.6776 8.0314
H -2.6557 -0.2539 7.6760
H -3.1619 0.5996 5.4053
H 2.1302 -3.1707 2.3989
H 3.1217 -4.2107 0.4100
H 2.4390 -3.3560 -1.8803
H 0.8140 -1.5050 -1.9891
C 0.9409 2.2827 5.0427
C 2.2018 1.4430 4.8806
C 3.0369 1.8465 3.6759
N 2.3377 1.6751 2.4068
C 2.7190 1.0536 1.3189
S 2.1000 1.3555 -0.2310
N 3.7816 0.1321 1.3633
C 4.0674 -0.8037 2.3251
O 3.5568 -0.8328 3.4243
C 5.1139 -1.8176 1.9275
C 5.2793 -2.9040 2.7800
C 6.1968 -3.8957 2.4753
C 6.9578 -3.8032 1.3177
C 6.8065 -2.7153 0.4714
C 5.8882 -1.7200 0.7763
H 0.3802 1.9726 5.9254
H 0.2693 2.1900 4.1864
H 1.1860 3.3427 5.1534
H 1.9560 0.3847 4.7942
H 2.8392 1.5494 5.7638
H 3.9743 1.2993 3.6379
H 3.2748 2.9147 3.7416
H 1.4859 2.2343 2.2612
H 4.0302 -0.1145 0.4159
H 4.6725 -2.9569 3.6732
H 6.3156 -4.7422 3.1390
H 7.6727 -4.5794 1.0753
H 7.4027 -2.6357 -0.4279
H 5.8067 -0.8731 0.1074
*
```

Summary:
HOMO level (spin up / spin down) (eV): -3.1005 / -3.8754
Kohn-Sham gap (spin up / spin down) (Eh): 0.175 / 0.200

=====

Entry 4:
C4H7ClO2 | ωB97M-V/def2-TZVPD

The geometry in ORCA input format:
```
! wB97M-V def2-TZVPD RIJCOSX def2/J DEFGRID3
* xyz 0 1
C 1.3131 -1.4521 0.3448
O 1.2345 -0.1066 -0.0954
C -0.0345 0.3546 -0.4243
C -1.1316 -0.1596 0.5199
Cl -0.5124 -0.2080 -2.0512
C -0.0734 2.1779 -0.5676
O -0.9992 2.8781 -0.2777
H 0.6821 -2.1006 -0.4479
H 0.8646 -1.5408 1.2338
H 2.3938 -1.5445 0.4288
H -1.5249 -1.1147 0.4234
H -2.1502 0.4754 0.3612
H -1.0302 0.0941 1.5559
H 0.9682 2.2467 -1.0036
*
```

Summary:
HOMO level (eV): -9.5510
Structure (SMILES): CO[C@](C)(Cl)C=O
Kohn-Sham gap (Eh): 0.375

=====

Entry 5:
C19H23N3O3S | ωB97M-V/def2-TZVPD

The geometry in ORCA input format:
```
! wB97M-V def2-TZVPD RIJCOSX def2/J DEFGRID3
* xyz 0 1
C 2.4197 -1.1195 -0.8443
N 1.1540 -0.8918 -1.6196
C 1.4710 -0.2579 -2.8327
C 1.4085 1.2508 -2.6310
C 0.2349 2.0904 -2.1992
N 0.2021 2.1813 -0.6822
C -1.1598 2.6873 -0.3206
C -1.4789 2.6819 1.2160
O -0.9608 3.8156 1.7791
C -1.0755 1.3922 1.9135
C -2.0490 0.4217 1.9935
C -1.6267 -0.8786 2.2435
C -0.2922 -1.2559 2.6280
O 0.0842 -2.5556 2.9595
C 0.6197 -0.1805 2.7675
N 1.9861 -0.3080 3.0053
C 2.6271 0.9077 3.0377
O 3.8320 1.0812 3.3227
S 1.5678 2.2476 2.6122
C 0.2149 1.2213 2.3833
C 0.0030 -1.6827 -1.3525
C -0.0965 -2.7879 -0.4990
C -1.2760 -3.3298 -0.2499
C -2.4669 -2.8890 -0.7717
C -2.3631 -1.8767 -1.7303
C -1.1480 -1.2491 -1.9504
H 3.0430 -1.8750 -1.3581
H 2.2722 -1.5060 0.1487
H 3.0863 -0.1814 -0.9338
H 2.5136 -0.5048 -3.1340
H 0.7628 -0.5202 -3.6896
H 1.8188 1.7493 -3.5093
H 2.2457 1.4192 -1.9191
H 0.4555 3.0711 -2.6742
H -0.6730 1.7937 -2.6501
H 0.4285 1.2835 -0.2648
H -1.3198 3.6179 -0.7867
H -1.8327 2.1311 -0.8879
H -2.5428 2.8142 1.1878
H -0.0372 3.9049 1.4980
H -3.0777 0.6737 1.7683
H -2.3412 -1.6943 2.1374
H -0.7022 -3.0865 2.9686
H 2.5019 -1.1785 3.0114
H 0.7649 -3.2521 -0.0228
H -1.3003 -4.0435 0.4699
H -3.5313 -3.3164 -0.4303
H -3.1985 -1.5488 -2.3768
H -1.1680 -0.4672 -2.7306
*
```

Summary:
HOMO level (eV): -7.9061
Structure (SMILES): CN(CCCNC[C@H](O)c1ccc(O)c2[nH]c(=O)sc12)c1ccccc1
Kohn-Sham gap (Eh): 0.307

=====

Entry 6:
C9H11FN3 | ωB97M-V/def2-TZVPD

The geometry in ORCA input format:
```
! wB97M-V def2-TZVPD RIJCOSX def2/J DEFGRID3
* xyz 1 1
N -2.8782 -0.2057 1.1783
C -2.4433 0.2300 -0.2031
C -1.5498 1.4433 -0.0674
C -0.2277 1.3761 -0.0742
F 0.5209 2.4148 -0.1334
C 0.6306 -0.1871 -0.1948
N 1.9479 -0.1928 -0.0338
C 2.8079 0.7881 0.4942
C 4.0671 0.3358 0.4291
N 4.0645 -0.9267 -0.1582
C 2.7903 -1.1792 -0.4858
C -0.2436 -1.1548 -0.5767
C -1.6776 -0.8471 -1.0283
H -3.6693 -0.8750 1.0109
H -3.3509 0.4260 1.8681
H -2.0533 -0.6776 1.6514
H -3.3264 0.4914 -0.6645
H -2.1077 2.4155 0.2347
H 2.5439 1.7024 1.0840
H 4.9705 0.8582 0.7070
H 2.5361 -2.0671 -0.8457
H 0.2677 -2.1018 -0.9092
H -1.4576 -0.3203 -2.0364
H -2.1620 -1.7463 -1.2462
*
```

Summary:
HOMO level (eV): -11.9673
Structure (SMILES): [NH3+][C@H]1C=C(F)C(n2ccnc2)=CC1
Kohn-Sham gap (Eh): 0.295

=====

no.,molar mass (g mol⁻¹)
1,884.43
2,778.92
3,1143.99
4,122.55
5,373.48
6,180.21